{
  "formula": "C39H94N2O23S7",
  "method": "ωB97M-V/def2-TZVPD",
  "de_lowest_kj_mol": 297.37,
  "total_energy_ev": -167878.63028,
  "largest_force_ev_per_a": 4.9,
  "smiles": "CC1(C)CCCC(C)(C)N1O.CC1(C)CCCC(C)(C)N1O.CCOS(C)(=O)=O.CCOS(C)(=O)=O.CCOS(C)(=O)=O.CCOS(C)(=O)=O.CCOS(C)(=O)=O.CCOS(C)(=O)=O.CCOS(C)(=O)=O",
  "orbital_gap_ev": 8.82,
  "species": ["O", "S", "O", "O", "C", "C", "C", "H", "H", "H", "H", "H", "H", "H", "H", "O", "S", "O", "O", "C", "C", "C", "H", "H", "H", "H", "H", "H", "H", "H", "O", "S", "O", "O", "C", "C", "C", "H", "H", "H", "H", "H", "H", "H", "H", "O", "S", "O", "O", "C", "C", "C", "H", "H", "H", "H", "H", "H", "H", "H", "O", "S", "O", "O", "C", "C", "C", "H", "H", "H", "H", "H", "H", "H", "H", "O", "S", "O", "O", "C", "C", "C", "H", "H", "H", "H", "H", "H", "H", "H", "O", "S", "O", "O", "C", "C", "C", "H", "H", "H", "H", "H", "H", "H", "H", "C", "C", "C", "C", "C", "C", "N", "O", "C", "C", "C", "H", "H", "H", "H", "H", "H", "H", "H", "H", "H", "H", "H", "H", "H", "H", "H", "H", "H", "H", "C", "C", "C", "C", "C", "C", "N", "O", "C", "C", "C", "H", "H", "H", "H", "H", "H", "H", "H", "H", "H", "H", "H", "H", "H", "H", "H", "H", "H", "H"],
  "positions_angstrom": [[2.3613, 5.4076, -2.5679], [1.3846, 5.9174, -1.7043], [1.8298, 6.8348, -0.6657], [0.3487, 6.6143, -2.7260], [-0.7993, 7.1757, -2.0867], [-0.6673, 8.5854, -1.7744], [0.4246, 4.6703, -0.9642], [-0.9874, 6.5701, -1.1944], [-1.6157, 6.9828, -2.8516], [-0.0571, 9.0375, -2.6008], [0.0314, 8.6638, -0.8800], [-1.5647, 9.1255, -1.4342], [-0.1471, 4.1908, -1.7529], [-0.2030, 5.0428, -0.1589], [1.2195, 4.0206, -0.5846], [2.1435, -1.9503, -6.4812], [2.2261, -1.1559, -5.2659], [1.2726, -1.4042, -4.2652], [3.7284, -1.2318, -4.6805], [4.3394, -2.5003, -4.2696], [5.4861, -2.1261, -3.3969], [2.4774, 0.6013, -5.7885], [4.4753, -3.0640, -5.1762], [3.5891, -3.0149, -3.6725], [6.0717, -3.0701, -3.3952], [5.2449, -1.9772, -2.3811], [6.0620, -1.2583, -3.8008], [2.6228, 1.2882, -4.9289], [1.5643, 0.8735, -6.3136], [3.2809, 0.6795, -6.4363], [-4.0924, -3.7880, 0.8686], [-4.2101, -5.1209, 1.4006], [-5.5116, -5.7344, 1.2736], [-3.0849, -6.1091, 0.8335], [-3.0215, -6.1981, -0.7288], [-3.9166, -7.3393, -1.2397], [-3.6145, -5.2357, 3.1044], [-1.9415, -6.3578, -0.9417], [-3.3441, -5.2730, -1.1602], [-4.9148, -6.9860, -1.2980], [-3.9594, -8.1158, -0.4958], [-3.7095, -7.7267, -2.2223], [-2.8667, -4.5204, 3.0790], [-3.3112, -6.2646, 3.2738], [-4.3820, -4.7937, 3.7160], [-0.5942, -2.3741, 0.8233], [-0.9846, -1.2607, -0.0019], [-1.9827, -0.3779, 0.4676], [0.2179, -0.2558, -0.2898], [1.4287, -0.8123, -0.8814], [2.6289, -0.0870, -0.2847], [-1.2374, -1.7897, -1.6733], [1.3888, -0.7052, -1.9356], [1.3412, -1.8146, -0.6298], [2.6777, -0.2459, 0.8246], [2.3876, 0.9547, -0.5181], [3.5432, -0.4033, -0.8508], [-2.1237, -2.5074, -1.4492], [-0.3851, -2.2141, -2.1382], [-1.6265, -1.0002, -2.2835], [0.4139, 3.2869, -4.4468], [-0.5888, 3.4621, -5.4310], [-0.9378, 2.4325, -6.4180], [-1.8559, 4.0612, -4.7157], [-3.1617, 3.6405, -5.2246], [-4.2368, 4.6667, -4.9197], [-0.1667, 4.9666, -6.3648], [-3.4188, 2.6691, -4.8289], [-2.9582, 3.4483, -6.2807], [-4.3081, 4.8755, -3.8666], [-5.1775, 4.2564, -5.3650], [-3.8817, 5.6255, -5.4182], [-0.0917, 5.7344, -5.6196], [-1.1101, 5.2201, -6.9551], [0.7753, 5.0505, -6.8702], [-4.2685, 0.8563, 3.3396], [-4.1847, -0.3499, 4.0561], [-4.0618, -0.2744, 5.4936], [-5.4480, -1.2993, 3.8777], [-6.4895, -0.8886, 2.8915], [-6.1099, -1.4847, 1.5291], [-2.9204, -1.3876, 3.4489], [-6.3917, 0.2362, 2.8950], [-7.5013, -1.1878, 3.1992], [-5.1674, -0.9983, 1.2174], [-6.8604, -1.1993, 0.7916], [-5.9954, -2.6009, 1.4520], [-3.0041, -2.2541, 4.0737], [-2.0151, -0.8621, 3.5276], [-3.1968, -1.5650, 2.3804], [-4.6057, 4.7242, -0.8680], [-3.6242, 3.7189, -0.9111], [-3.0155, 3.3138, -2.0848], [-2.4239, 4.2587, 0.0411], [-2.7938, 4.8824, 1.2955], [-1.8146, 5.9527, 1.7630], [-4.1677, 2.2580, -0.0065], [-2.6877, 4.1244, 2.0471], [-3.8598, 5.1239, 1.2354], [-0.7853, 5.5585, 1.8652], [-2.1964, 6.3529, 2.7922], [-1.6731, 6.8778, 1.1320], [-4.4972, 2.5898, 0.9940], [-3.4279, 1.4802, 0.0642], [-5.0588, 1.9430, -0.4555], [-0.5117, 1.4394, 3.4647], [0.5873, 2.4237, 3.9081], [1.2039, 1.7672, 5.1535], [2.4413, 2.4984, 5.6207], [3.4779, 2.4012, 4.5406], [2.9828, 2.9657, 3.2052], [1.6624, 2.3405, 2.9593], [1.1540, 2.8963, 1.7423], [2.8953, 4.5410, 3.1814], [3.9593, 2.6427, 2.0926], [-0.0499, 3.7625, 4.0568], [-0.9352, 1.6244, 2.4858], [-1.2895, 1.5538, 4.1917], [-0.1786, 0.3731, 3.5866], [0.4117, 1.6145, 5.8935], [1.5671, 0.7547, 4.8222], [2.7204, 2.1607, 6.6142], [2.2298, 3.5365, 5.8010], [3.7618, 1.3584, 4.3349], [4.4731, 2.8682, 4.8092], [2.5516, 4.9730, 4.1291], [3.9545, 4.8141, 3.0047], [2.2593, 4.9901, 2.4358], [3.6634, 2.9941, 1.0947], [4.8648, 3.2000, 2.3391], [4.2011, 1.5606, 2.0881], [-0.6793, 4.0304, 3.1867], [0.5321, 4.6386, 4.3347], [-0.8638, 3.6328, 4.8544], [1.2789, 2.1913, 1.0972], [4.1728, -7.3711, -0.3588], [4.2404, -5.9475, 0.1338], [3.8461, -4.9398, -0.9925], [2.3750, -4.8281, -1.2936], [1.7097, -4.4185, 0.0254], [1.8895, -5.4467, 1.2047], [3.3684, -5.6087, 1.3236], [3.5933, -6.6585, 2.2969], [1.4032, -4.7803, 2.4665], [1.0628, -6.7207, 0.8731], [5.6691, -5.4580, 0.5760], [4.2632, -8.1595, 0.3774], [4.9730, -7.3455, -1.1430], [3.2044, -7.3928, -0.9009], [4.3111, -3.9512, -0.7010], [4.4220, -5.2583, -1.9055], [2.0036, -5.7275, -1.8174], [2.2710, -3.9884, -2.0385], [0.6145, -4.3051, -0.0128], [2.1016, -3.4691, 0.3786], [1.3962, -5.5071, 3.3039], [2.0976, -3.9889, 2.7339], [0.4721, -4.3282, 2.3411], [1.4199, -7.5389, 1.4929], [-0.0285, -6.4984, 0.8587], [1.3540, -7.0446, -0.1291], [5.5583, -4.4210, 0.7698], [6.3689, -5.5953, -0.2631], [5.9770, -5.9907, 1.4268], [3.5725, -6.2271, 3.1488]],
  "forces_ev_per_a": [[1.3026, -1.2306, -1.1354], [-0.1337, 2.4454, 1.0556], [-0.9541, -0.6629, -0.8305], [0.7989, 0.0353, 0.6900], [-2.3081, -2.1051, -1.1777], [2.6606, 2.1352, 1.4879], [0.4327, -0.4808, -0.0164], [-0.5100, 0.1962, -0.1980], [0.6830, 0.1432, 1.0498], [-1.1087, 0.2157, 0.5908], [-0.6514, -0.0050, -0.9579], [0.1306, -0.3231, -0.8099], [-0.0872, -0.2223, 0.0406], [0.2582, -0.1181, -0.1734], [-0.3939, -0.1494, 0.1640], [0.0662, 0.5713, 1.2042], [3.2610, 0.9633, -3.5501], [-1.2852, 0.0439, 1.7294], [-0.7061, -0.0638, 0.0763], [-2.1197, 1.1735, 0.3302], [1.7578, -1.1216, -1.5678], [-2.4917, -0.3597, 2.1502], [0.7624, -0.2340, -0.2156], [-0.0663, -0.3317, 0.0503], [0.4234, 0.7600, 0.0777], [-0.6756, 0.5111, 1.0433], [-0.3128, -0.8984, 0.2881], [-0.2247, -0.6854, -0.3490], [-0.1289, 0.0588, 0.0485], [1.6271, -0.3866, -1.1867], [0.6237, -0.3523, 0.0958], [-0.6482, -1.1280, 0.5467], [0.6951, 0.1579, 0.0293], [-0.2973, 0.5626, -2.4987], [0.5590, -1.2293, 0.9240], [0.2004, 0.6338, 1.0437], [-1.5553, -0.1214, -1.5901], [-0.7892, 0.1224, 0.4006], [-0.0105, 0.7478, 0.1343], [-1.0643, 0.4954, 0.0157], [0.3188, -0.5844, 0.0881], [0.7277, -0.0701, -0.2586], [2.1399, 0.9535, 0.2566], [-0.1157, 0.2264, 0.3123], [-0.5410, -0.4426, 0.4222], [-0.0702, 0.4554, -0.5373], [2.0210, 0.4737, -0.7340], [-1.3925, 0.3133, 0.2007], [0.2572, 0.3492, 0.3964], [-0.0545, 1.0852, 1.1424], [-0.5257, -0.4705, -0.1705], [-3.3575, -1.3656, 1.6774], [-0.1202, 0.2748, -1.0342], [0.6969, -2.1416, 0.2985], [0.2170, 0.1559, -1.0749], [0.6319, 0.1490, 0.2587], [-0.6357, 0.3712, 0.7841], [1.5600, 0.6344, -1.0285], [0.7266, -0.7299, -0.0937], [-0.0976, 0.6991, -0.0609], [0.3345, -0.7753, 0.6901], [0.4017, 1.1110, -3.1190], [0.3491, 1.0109, 1.9150], [-0.5579, -0.6012, 0.4034], [0.1926, -0.3501, -0.4583], [1.0864, 0.6368, -1.6773], [-2.1645, 0.2303, 0.2739], [0.1299, -0.2247, 0.5501], [-0.7364, 0.3523, -0.1262], [-0.2569, -0.1984, 0.4045], [0.6274, 0.7279, 0.4736], [-0.9578, -0.9672, 0.4300], [-0.1302, 0.3646, 0.7314], [1.5667, -0.4496, 0.3064], [0.2341, -0.8506, -0.6739], [-0.4133, 1.4981, -1.5958], [-0.0187, -1.5857, 3.5951], [0.3767, 0.0973, -0.7702], [-1.2314, 0.2255, -0.8962], [1.1584, 0.6362, -0.4938], [0.2087, 0.0664, -0.0919], [-1.8726, -0.1145, -1.5463], [-0.5915, -1.2115, -0.3551], [0.6840, -0.0875, 0.5075], [-0.2705, -0.4346, -0.0297], [-0.1160, 0.0702, -0.0233], [-0.1456, 1.2255, 0.5499], [0.3149, -0.5776, 0.1064], [1.2734, 0.5070, 0.1333], [0.5473, -0.1827, 0.8435], [-1.7255, 0.9889, -0.4086], [0.7636, -0.6640, 4.4532], [1.4354, -0.7900, -3.0055], [-0.1499, -0.1402, -0.6007], [0.0350, -0.1747, 0.1807], [-0.1289, 1.9128, 0.5325], [0.2268, 1.7486, 1.1240], [-0.1818, -0.7646, 0.4189], [0.3943, 0.6503, 0.1251], [-0.6642, -0.0265, 0.2212], [0.8152, -0.8968, -1.7284], [-0.6179, -0.9839, 0.2937], [0.4813, -0.0891, -0.2555], [0.4203, -0.0846, -0.1593], [-1.2147, -0.6822, -1.0612], [0.4671, -0.8248, 0.4901], [0.4717, -1.8538, 0.0026], [-0.0416, -0.4950, -0.1797], [-0.4796, 0.1682, 0.5917], [1.9639, 0.0717, -0.2674], [-1.4233, 1.5919, -0.0101], [0.8440, -0.3309, -1.8870], [0.1124, 0.0702, -0.4260], [1.1366, -0.4649, 1.1485], [0.4617, -0.8086, 0.0048], [-2.7321, 0.8393, 1.3993], [0.1268, 0.0177, -0.2562], [-0.8328, 0.0419, 0.3928], [-0.0257, 0.9665, -0.5218], [0.2815, 0.1874, 0.1755], [-0.5924, 0.7390, 0.3234], [0.5512, -0.4644, -0.0639], [-0.3199, 0.7540, -0.0396], [-0.2974, -0.0085, 0.1891], [-1.1251, -0.1001, -0.1831], [0.3619, -0.1837, -0.0209], [-0.7464, 0.5961, 0.2065], [-0.0636, -0.3323, -0.6036], [-0.1949, -0.2024, 0.3520], [0.1961, -0.2981, -0.1112], [-0.1459, 0.4951, -0.2327], [0.7467, -0.2888, 0.1757], [0.2508, -0.2926, -0.0207], [1.1481, 0.3248, -0.6938], [-0.1435, -0.1015, 0.0645], [-0.1538, 1.1308, -1.7425], [-0.0168, 2.0869, 1.3354], [1.8018, -0.2953, -0.4136], [0.0391, 1.2627, -0.3125], [-1.1560, -1.1653, 0.6384], [0.3993, 0.4377, -2.0451], [-0.2392, -0.7167, 0.2458], [0.1344, -0.2876, -0.6176], [1.7417, -1.0305, 1.0080], [0.8680, 0.4950, -0.5848], [-1.2607, -1.0515, -1.8860], [0.1381, 0.0485, 0.0283], [-0.5555, -0.8834, 0.6194], [0.5628, -0.7764, 0.2679], [-0.8848, -0.7890, -0.3203], [-0.4514, 0.2328, 0.6530], [-0.1237, 0.3000, 0.5938], [-0.1753, -0.7122, 0.5764], [0.3390, 0.1569, -0.4549], [0.2280, 0.1751, -0.1190], [-0.2648, 0.3847, -0.3481], [0.1746, 0.1612, 0.0585], [-1.7693, 0.4896, -0.1980], [-0.6619, -0.0373, 0.4854], [0.7589, -0.3781, 0.4358], [-0.3320, 0.0833, -0.1022], [0.1943, 0.8952, 0.4636], [-0.0695, -0.0404, 0.3236], [0.6260, -0.6476, 1.1314], [0.1344, 0.4051, 0.2395]],
  "lowdin_charge": [-0.2522, 0.5641, -0.2855, -0.2505, -0.3243, -0.0904, -0.1147, 0.0825, 0.1487, 0.1060, 0.0918, 0.0906, 0.0771, 0.0358, 0.0725, -0.2937, 0.6103, -0.2729, -0.3007, -0.2354, -0.0633, -0.0776, 0.1208, 0.0957, 0.0942, 0.0453, 0.1049, 0.0834, 0.0567, 0.0380, -0.3034, 0.5834, -0.2877, -0.2951, -0.1465, -0.0638, -0.0741, 0.1168, 0.0897, 0.0585, 0.0796, 0.0772, 0.0209, 0.0824, 0.0743, -0.2708, 0.5570, -0.2652, -0.2555, -0.2480, -0.0313, -0.0886, 0.0883, 0.0525, 0.0993, 0.0728, 0.0918, 0.1071, 0.0440, 0.0752, -0.2678, 0.5819, -0.3070, -0.2782, -0.2635, -0.0504, -0.0986, 0.1125, 0.1027, 0.0482, 0.1000, 0.1008, 0.0417, 0.0954, 0.0630, -0.2716, 0.5364, -0.2854, -0.2697, -0.1973, -0.0733, -0.1060, 0.1141, 0.1208, 0.0675, 0.0763, 0.0729, 0.0647, 0.0313, 0.0644, -0.2589, 0.5528, -0.2344, -0.2734, -0.2544, -0.0724, -0.0822, 0.0974, 0.1152, 0.0576, 0.1248, 0.0839, 0.0760, 0.0457, 0.0501, -0.0300, -0.5495, -0.1312, -0.1854, -0.1427, -0.4992, -0.0747, -0.0490, -0.0162, -0.0471, -0.0235, 0.0810, 0.0702, 0.0982, 0.1281, 0.1331, 0.1137, 0.0979, 0.1182, 0.1425, 0.0643, 0.0840, 0.0713, 0.0878, 0.0801, 0.0879, 0.0549, 0.0723, 0.1217, 0.0764, -0.0199, -0.4976, -0.1711, -0.1729, -0.1399, -0.4998, -0.0637, -0.0418, -0.0342, -0.0072, -0.0220, 0.0840, 0.0996, 0.0718, 0.1203, 0.1290, 0.1139, 0.1048, 0.1020, 0.1046, 0.0959, 0.0928, 0.0476, 0.0794, 0.0878, 0.0538, 0.0600, 0.0897, 0.0589, 0.0873]
}